Density functional theory data (ωB97M-V/def2-TZVPD) for a structure of composition C19H35AsF6HgO17S4 at a distorted geometry.

The value obtained for the total energy is -6605.0119 Ha. The net charge is -2.

Each line ends with the Löwdin charge.
CARTESIAN COORDINATES (ANGSTROEM)
Hg (-0.25, -0.26, -1.36)  0.297
O (-2.48, -6.22, -2.98)  0.130
C (-2.54, -4.97, -3.43)  -0.866
O (-2.92, -4.86, -4.57)  0.153
O (-2.08, -4.04, -2.78)  0.130
H (-2.32, -6.04, -2.05)  0.114
O (-3.20, 0.84, -4.96)  0.198
C (-3.53, 0.76, -6.15)  -0.931
O (-4.76, 0.48, -6.24)  0.058
O (-2.77, 0.63, -7.08)  0.160
H (-4.12, 0.60, -4.86)  0.083
O (3.94, 0.80, -6.30)  0.091
C (2.99, 0.00, -5.77)  -0.833
O (2.43, -0.84, -6.49)  0.095
O (2.68, 0.15, -4.58)  0.058
H (4.27, 1.34, -5.58)  0.100
As (-0.84, -5.18, 2.77)  0.860
F (0.07, -5.78, 1.42)  -0.274
F (0.62, -4.90, 3.72)  -0.295
F (-1.80, -4.57, 4.19)  -0.335
F (-2.29, -5.59, 1.83)  -0.306
F (-0.87, -6.83, 3.48)  -0.321
F (-0.92, -3.44, 2.13)  -0.332
C (0.44, 0.80, 6.97)  -0.184
C (-0.15, 2.21, 7.23)  -0.273
C (-0.45, 2.81, 5.88)  -0.210
S (1.11, 2.41, 4.89)  0.727
O (2.05, 3.56, 4.88)  -0.368
O (0.51, 1.89, 3.68)  -0.328
C (1.67, 1.08, 6.04)  -0.202
H (-0.34, 0.25, 6.45)  0.117
H (0.74, 0.30, 7.89)  0.109
H (0.46, 2.85, 7.87)  0.108
H (-1.00, 2.11, 7.91)  0.106
H (-0.72, 3.86, 5.87)  0.102
H (-1.22, 2.17, 5.45)  0.099
H (2.50, 1.45, 6.64)  0.092
H (2.10, 0.28, 5.43)  0.101
C (7.39, -4.06, 0.30)  -0.191
C (6.25, -4.75, -0.57)  -0.224
C (5.57, -3.64, -1.36)  -0.213
S (5.70, -2.05, -0.37)  0.730
O (4.29, -1.85, 0.06)  -0.349
O (6.58, -1.04, -0.91)  -0.340
C (6.64, -2.87, 0.95)  -0.238
H (8.01, -3.76, -0.55)  0.101
H (7.96, -4.80, 0.88)  0.105
H (5.58, -5.37, 0.02)  0.115
H (6.79, -5.33, -1.31)  0.100
H (4.52, -3.85, -1.54)  0.102
H (5.96, -3.60, -2.38)  0.099
H (5.91, -3.21, 1.68)  0.103
H (7.26, -2.10, 1.40)  0.092
C (2.48, 6.46, -4.79)  -0.231
C (2.61, 7.42, -3.61)  -0.213
C (2.02, 6.74, -2.33)  -0.198
S (0.56, 5.74, -2.96)  0.701
O (-0.61, 6.56, -2.83)  -0.332
O (0.62, 4.39, -2.39)  -0.343
C (1.10, 5.78, -4.73)  -0.211
H (3.14, 5.64, -4.54)  0.110
H (2.68, 6.74, -5.82)  0.114
H (1.94, 8.25, -3.79)  0.108
H (3.62, 7.73, -3.34)  0.107
H (1.44, 7.43, -1.72)  0.081
H (2.61, 6.19, -1.61)  0.099
H (0.39, 6.54, -5.09)  0.083
H (1.00, 4.94, -5.42)  0.113
C (-7.59, -1.30, 2.63)  -0.238
C (-7.64, -2.12, 1.33)  -0.236
C (-7.60, -1.14, 0.13)  -0.190
S (-6.28, 0.15, 0.62)  0.738
O (-6.79, 1.49, 0.18)  -0.378
O (-4.90, -0.13, 0.28)  -0.321
C (-6.52, -0.29, 2.38)  -0.244
H (-7.40, -2.05, 3.39)  0.117
H (-8.56, -0.84, 2.82)  0.109
H (-8.62, -2.56, 1.19)  0.103
H (-6.93, -2.94, 1.29)  0.121
H (-8.62, -0.75, 0.11)  0.095
H (-7.36, -1.63, -0.82)  0.101
H (-6.54, 0.63, 2.97)  0.102
H (-5.68, -0.90, 2.71)  0.111